No. 1
29
Properties=species:S:1:pos:R:3:forces:R:3 method="wB97M-V/def2-TZVPD" homo_ev=-7.5 e_above_lowest_kj_mol=318.2 smiles=Cc1ccc(N2CCNCC2)cc1 molar_mass_da=176.26 energy_ha=-538.14816
N 3.7447 -0.0353 -0.5148 1.97 -0.55 -0.33
N 1.0306 -0.0320 0.1273 -0.36 1.65 -0.53
C 3.1873 1.1543 0.0136 0.02 1.64 1.24
C -3.1823 0.1030 -0.0988 -0.19 -3.59 1.29
C -1.0414 1.1151 0.1079 -0.57 4.60 0.47
C -0.3215 -0.0155 -0.0609 -0.83 -0.86 1.04
C 3.2612 -1.0645 0.3401 -1.31 -2.12 0.62
C -2.5162 -1.1461 -0.2345 4.18 6.30 0.98
C -1.1058 -1.1481 -0.1761 -1.14 -1.77 -0.87
C 1.6779 -1.2086 0.2538 2.41 -4.65 -1.69
C 1.7374 1.1398 -0.2278 -1.94 2.28 0.05
C -2.4068 1.1980 0.1725 -2.13 0.46 -0.21
C -4.6691 -0.0613 -0.0340 -2.90 2.04 2.32
H 1.3388 -1.7139 1.1314 -0.26 -0.69 0.83
H 1.1624 1.9148 0.3901 1.44 -0.21 -1.45
H 3.5605 -0.1747 -1.5009 -0.14 -0.02 0.09
H 3.5542 -0.7849 1.3439 -0.26 0.36 0.41
H 3.4115 1.2325 1.0928 0.14 -0.20 -0.39
H -3.0061 2.1047 0.4180 1.17 -0.27 -0.29
H 1.4038 -1.9939 -0.6299 0.86 1.56 1.41
H -0.6219 2.1372 0.2286 0.24 -1.09 -0.02
H 1.7383 1.3302 -1.3329 -0.99 0.16 0.47
H -5.2955 -0.0196 1.0372 2.42 -0.43 -1.86
H 3.4929 2.1197 -0.4113 0.65 -0.48 -0.22
H -3.0630 -1.8643 -0.5939 -2.56 -4.62 -1.37
H -5.1305 0.9176 -0.3576 0.01 -1.37 -0.83
H 3.7317 -2.0938 0.3266 -0.45 1.08 -1.00
H -5.0556 -1.0274 -0.4442 0.33 1.25 -0.31
H -0.6176 -2.0828 -0.3664 0.17 -0.46 0.13

=====

No. 2
30
Properties=species:S:1:pos:R:3:forces:R:3 method="wB97M-V/def2-TZVPD" homo_ev=-8.2 e_above_lowest_kj_mol=750.1 smiles=COc1cccc(N2CCNCC2)c1 molar_mass_da=192.26 energy_ha=-613.20489
O 2.7767 1.7878 -1.1304 -1.52 -4.18 0.20
N -0.6369 -0.9742 1.1147 3.29 3.60 1.43
N -2.3712 -1.6151 -1.1648 0.11 1.24 -1.17
C 0.6870 2.7119 1.6224 0.10 -2.06 -0.02
C -0.9083 -1.8611 -1.1442 0.23 -0.06 -2.01
C -2.7284 -0.5149 -0.1781 4.46 0.19 -0.90
C 0.0440 1.5325 1.9562 -0.85 -2.05 -1.86
C 0.0363 0.3596 1.0949 0.86 0.40 -1.19
C 1.5404 2.7766 0.5166 -0.26 4.67 5.17
C 3.0995 0.3977 -1.5143 -0.65 -1.85 -2.12
C -2.0009 -0.9667 1.1600 -6.43 -1.13 1.99
C 1.7679 1.6281 -0.0967 1.26 1.25 -3.41
C 0.8890 0.5412 0.0142 1.26 0.29 -1.81
C -0.1400 -1.9460 0.2083 0.80 -2.36 -0.63
H 0.8763 3.5134 2.3064 -1.20 0.30 0.62
H 2.9411 -0.2456 -0.4769 2.30 1.19 -2.39
H -3.7203 -0.7648 -0.0904 -2.74 1.06 0.49
H 2.3107 -0.2922 -2.0603 0.31 2.11 0.56
H 1.0080 -1.9416 -0.0559 -2.30 0.36 0.92
H 0.8898 0.0722 -0.9980 -0.41 -0.61 1.63
H -2.5444 -1.2271 -2.1806 0.12 -1.08 2.71
H -0.3102 -2.9002 0.8718 0.15 1.02 -2.10
H -0.7050 -2.7371 -1.7762 -0.13 -0.28 0.54
H -0.6990 1.5005 2.6571 -1.35 0.15 2.52
H -2.3131 0.5897 -0.5749 -1.53 -2.65 1.23
H 1.9490 3.8379 0.8437 0.84 -2.29 -2.94
H -2.4053 -0.4210 2.1221 0.83 -0.51 -2.04
H -0.5840 -1.0641 -1.8548 1.10 -0.05 1.10
H 3.8442 0.3424 -2.5756 -1.01 0.41 4.21
H -2.5931 -2.1198 1.3836 2.35 2.91 -0.72

=====

No. 3
31
Properties=species:S:1:pos:R:3:forces:R:3 method="wB97M-V/def2-TZVPD" homo_ev=-9.6 e_above_lowest_kj_mol=155.7 smiles="Cc1oncc1C(=O)NC1CCCCC1" molar_mass_da=208.26 energy_ha=-688.73266
O 3.8489 1.3894 2.6625 -0.03 0.81 -0.34
O 0.7803 2.2285 -0.1334 -0.05 0.25 -0.15
N 3.5068 0.0982 2.8907 -0.07 -1.23 0.43
N 0.2147 0.0726 0.2314 -0.08 -0.24 -0.01
C -0.9127 0.0512 -0.6776 -0.12 0.09 -0.12
C -1.9290 -1.3739 -2.4788 0.15 -0.14 -0.01
C -2.6921 -2.2734 -1.4981 0.03 0.02 0.01
C -2.1956 -0.3671 0.0604 0.03 -0.10 0.07
C 3.0094 1.9288 1.7735 -0.83 -0.53 -0.47
C 3.1882 3.3385 1.3682 0.12 0.02 0.09
C 2.4683 -0.1607 2.1522 0.26 0.57 -0.01
C 0.9801 1.1672 0.4309 0.15 -0.10 0.18
C 2.0823 0.9779 1.3952 0.68 0.60 0.32
C -2.4228 -1.8713 -0.0428 -0.21 0.13 -0.02
C -0.6240 -0.8882 -1.8591 -0.18 0.19 -0.13
H -0.0177 -0.3662 -2.6002 0.11 -0.03 0.05
H -1.0128 1.0808 -1.0344 0.01 -0.20 0.03
H -3.2657 -2.1653 0.5846 0.08 -0.07 0.06
H -3.0509 0.1521 -0.3729 -0.07 0.05 0.00
H -2.1207 -0.0610 1.1057 -0.04 0.10 -0.05
H -0.0490 -1.7496 -1.5105 0.07 -0.03 0.02
H -1.7235 -1.9214 -3.3997 -0.07 0.08 -0.05
H 0.4302 -0.7847 0.7129 0.08 0.08 0.01
H 2.0366 -1.1412 2.1878 -0.04 -0.26 0.07
H -1.5423 -2.3965 0.3333 0.03 -0.08 0.08
H 2.4187 3.5933 0.6448 0.05 0.00 0.04
H -3.7606 -2.2064 -1.7082 -0.03 -0.07 0.02
H 4.1745 3.4786 0.9285 0.06 0.03 -0.03
H 3.1120 3.9895 2.2377 0.00 0.06 0.04
H -2.3970 -3.3144 -1.6418 -0.05 -0.03 -0.05
H -2.5347 -0.5055 -2.7428 -0.04 0.03 -0.09

=====

No. 4
33
Properties=species:S:1:pos:R:3:forces:R:3 method="wB97M-V/def2-TZVPD" homo_ev=-8.7 e_above_lowest_kj_mol=2.0 smiles="CCc1c2n(c(=O)n(CC)c1=O)C[C@H](CO)O2" molar_mass_da=240.26 energy_ha=-839.18332
O 2.8239 -0.3143 0.7842 4.69 -1.88 0.71
O -4.3294 0.5685 -1.8684 1.92 1.18 -0.47
O -0.6256 1.1982 -1.9682 -1.50 -0.13 1.64
O -1.1263 0.7235 2.5907 2.35 1.68 -4.50
N -0.7516 1.3002 0.3277 1.93 -0.67 0.16
N 0.9266 0.2546 1.7652 -1.41 1.07 -1.18
C 1.1756 0.2657 -0.7441 -0.12 0.51 0.42
C 1.3429 -0.1093 3.1442 0.14 2.74 1.69
C 0.0028 0.9197 -0.7685 0.42 -0.56 -1.90
C -2.0654 1.3493 -1.6440 0.42 0.16 1.28
C -2.9407 0.1306 -1.9697 -0.65 0.05 -0.90
C 1.9319 -1.6422 -2.1855 2.51 0.20 1.11
C 1.9764 -0.1552 -2.0235 -2.47 0.25 0.98
C -0.3034 0.8426 1.5627 -4.91 -1.97 5.61
C 1.7188 0.0243 0.6442 -2.27 1.43 -1.84
C -2.0718 1.7105 -0.0922 -1.53 1.28 0.12
C 1.6518 -1.5349 3.4136 0.30 -0.28 2.20
H -2.2698 2.8477 0.0395 0.66 -1.85 -0.12
H 1.5378 0.2222 -2.9737 0.54 0.82 1.04
H -2.8636 -0.6584 -1.2649 0.75 -0.66 1.04
H 2.2489 0.5196 3.4264 -0.92 -0.68 -0.83
H 1.0447 -2.1401 -1.9726 -1.81 -0.69 -0.15
H -2.4231 2.2155 -2.1821 -0.10 0.01 -0.36
H 2.7184 -1.5893 3.6069 0.11 -0.74 -0.50
H 1.2728 -2.2131 2.7063 -0.07 -0.87 -1.17
H -2.6951 -0.3656 -2.9476 -0.23 0.98 0.46
H -4.8611 -0.2041 -1.8630 -0.79 -1.03 0.02
H 2.3823 -1.8307 -3.1352 -0.02 -0.80 -0.72
H -2.8586 1.2030 0.5204 0.65 0.19 -0.72
H 2.6495 -1.9382 -1.4198 -0.02 -0.90 -0.05
H 1.1715 -1.8316 4.3781 0.27 0.22 -0.66
H 3.0145 0.0073 -1.8301 0.58 1.11 -0.36
H 0.5943 0.2242 3.9429 0.56 -0.16 -2.07

=====

No. 5
30
Properties=species:S:1:pos:R:3:forces:R:3 method="wB97M-V/def2-TZVPD" homo_ev=-8.1 e_above_lowest_kj_mol=306.7 smiles="SN=C1CCCCC1.c1ccncc1" molar_mass_da=208.33 energy_ha=-936.35512
S -2.0842 -1.2491 0.9148 -1.48 -0.95 0.07
N -0.7279 -0.6168 1.6531 -0.80 -0.82 -0.75
N -0.0749 -0.8728 -2.1183 -0.25 -2.05 -1.15
C 1.0719 0.6879 1.6440 -0.27 1.94 -0.37
C -1.1075 -1.7034 -2.4473 -0.36 1.99 1.87
C 1.1374 2.1067 2.1967 1.66 1.60 -0.24
C -0.2843 0.4209 1.0897 1.78 -0.96 2.31
C -0.0268 -3.7092 -1.8342 2.05 -0.85 1.92
C -0.8191 1.3757 0.1504 -2.02 2.02 -0.91
C 1.0863 -2.9325 -1.5445 -0.59 0.61 -0.46
C -1.1725 -3.0354 -2.1485 -0.65 -2.16 -0.56
C 0.9157 3.0798 1.0054 -1.39 0.82 0.63
C -0.5851 2.8167 0.6886 0.17 1.36 -3.24
C 1.0010 -1.5584 -1.7051 -0.06 -0.01 -1.14
H -1.9458 1.3477 -0.0080 1.35 -0.67 0.05
H 2.0336 -3.2773 -1.2041 0.47 -0.72 0.03
H 2.2162 2.2842 2.5478 -1.78 -0.19 0.48
H 0.0961 -4.7962 -1.6128 -0.76 0.90 -0.45
H -0.8376 3.4204 -0.2487 0.10 -0.33 1.26
H -0.3255 1.4065 -0.8350 -0.17 -0.72 0.37
H -2.0624 -3.6859 -2.1258 0.03 1.01 -0.69
H -1.3341 3.1463 1.4332 0.83 -0.33 0.10
H -2.0224 -1.2057 -2.7024 -0.29 0.30 -0.36
H 1.6182 2.9007 0.1718 -0.59 -0.57 0.10
H 0.2546 2.2913 2.9123 1.91 -0.31 -0.43
H -2.0760 -2.3634 1.6630 -0.22 0.06 -0.09
H 1.3940 -0.0100 2.3834 -0.15 -0.73 0.27
H 1.0509 4.2005 1.1223 -0.14 -1.26 0.80
H 1.9452 -1.0692 -1.7950 0.47 0.95 0.90
H 1.6647 0.6004 0.7532 1.17 0.07 -0.33

=====

No. 6
31
Properties=species:S:1:pos:R:3:forces:R:3 method="wB97M-V/def2-TZVPD" homo_ev="-11.8 / -11.8" e_above_lowest_kj_mol=461.0 molar_mass_da=206.27 total_charge=+1 energy_ha=-667.85268
O -1.5934 1.9100 -0.2802 -0.07 0.41 0.48
N -0.3700 -3.0444 1.5154 -0.04 -0.72 0.51
N 1.2381 1.4213 0.1331 -0.17 2.69 -0.17
N -3.6917 1.3641 0.0729 -2.12 0.87 0.29
C 0.4915 -0.6935 1.0533 3.81 -4.12 -2.99
C -0.8183 -2.2981 -0.5606 -0.75 -1.03 -1.31
C 1.0731 0.0224 -0.1585 -1.75 -1.52 -1.80
C -1.0342 -1.4587 -1.5955 0.40 -1.30 0.82
C -0.8103 -0.0347 -1.5010 1.68 -0.94 4.79
C 2.3051 1.7574 1.2120 -2.36 -1.94 -0.46
C -1.7783 0.6129 -0.6358 -0.60 -0.77 -2.22
C -0.2214 -2.0669 0.7501 0.02 1.92 -0.83
C -2.8231 2.2862 0.1730 0.13 1.41 0.46
C -3.1185 0.3063 -0.5260 1.46 -1.53 0.38
C 2.3383 -0.5643 -0.7547 -1.07 -1.19 -0.64
H -2.9497 3.3288 0.5441 0.23 -1.18 -0.29
H 2.0006 -1.3673 -1.4519 0.35 -0.08 0.87
H 1.4274 -1.0263 1.5474 -0.77 0.26 0.90
H 0.2742 1.6621 0.4917 1.27 0.74 -0.53
H -1.4338 -1.8485 -2.5117 -0.08 -0.21 -0.40
H -1.0958 -3.3853 -0.5987 0.22 1.22 -0.50
H -0.1070 -0.1001 1.5774 -2.51 2.42 2.61
H 1.8771 1.0230 1.8920 1.04 0.70 1.29
H 0.0219 -2.9728 2.4332 0.42 0.34 0.74
H -0.3437 0.4826 -2.2342 0.91 1.61 -2.52
H 3.0274 -0.9973 0.0394 -0.54 0.66 -1.18
H 2.2344 2.7822 1.4913 -0.10 0.59 0.31
H 3.2721 1.4502 0.8915 0.61 -0.10 -0.43
H -3.6336 -0.6543 -0.7914 0.58 1.32 0.42
H 2.7773 0.1038 -1.5030 0.48 0.26 0.65
H 1.4642 1.9994 -0.7150 -0.68 -0.81 0.75

=====

No. 7
36
Properties=species:S:1:pos:R:3:forces:R:3 method="wB97M-V/def2-TZVPD" homo_ev=-9.4 e_above_lowest_kj_mol=94.8 smiles="N[C@@H](CCC(=O)O)C(=O)N[C@@H](Cc1c[nH]cn1)C(=O)O" molar_mass_da=284.27 energy_ha=-1024.03836
O -5.0979 1.5991 -1.0612 0.09 -0.42 0.32
O 3.3926 -2.0497 0.3916 0.50 0.44 -0.12
O 3.6864 -1.6194 -1.7463 0.52 0.05 -0.30
O -0.5817 -1.9323 2.2241 -0.24 0.70 -1.55
O -4.8046 -0.3441 0.0000 0.37 -0.52 0.06
N 3.4019 2.4778 0.9510 0.80 -0.91 0.59
N 0.8611 -1.3842 0.6256 1.71 0.60 -1.17
N -2.8002 -1.9661 0.5892 0.61 -0.01 0.76
N 1.2603 2.0670 0.5511 0.06 0.12 -0.53
C 2.9560 -1.6196 -0.6393 -1.43 -1.03 1.22
C 1.4867 -1.1478 -0.7058 -1.30 -0.12 -0.50
C 2.1228 2.7190 1.2740 -1.02 1.27 0.68
C -0.4180 -1.5110 1.0633 0.18 -0.67 2.04
C -4.3658 0.7898 -0.5399 0.46 0.11 -0.05
C -1.6456 -1.1013 0.2377 -0.43 -0.33 1.43
C 3.3582 1.4631 -0.0054 1.03 0.29 -0.63
C 2.0289 1.3287 -0.3123 0.45 -1.46 0.54
C -2.8394 1.0468 -0.5205 -1.55 1.11 0.38
C 1.4095 0.3024 -1.2228 0.91 0.70 -0.03
C -1.9936 0.3802 0.5269 1.56 -0.41 -0.95
H -2.3982 0.4964 1.5303 0.08 -0.04 0.07
H -2.7230 2.1439 -0.3811 -0.26 -0.63 -0.18
H 1.6123 -1.5123 1.3172 -0.86 -0.22 -0.12
H 4.1828 2.7552 1.5595 -0.54 -0.32 -0.83
H -2.6831 -2.9321 0.2616 0.03 0.55 0.06
H -2.5404 0.8658 -1.5392 0.52 -0.29 -0.42
H -1.4647 -1.2624 -0.7823 0.42 0.11 -1.69
H -4.0721 -1.0598 0.2358 -0.62 1.08 -0.35
H 1.8995 0.4061 -2.2199 -0.54 -0.35 0.50
H 4.2715 0.9536 -0.3984 -1.04 0.76 0.41
H 0.9191 -1.7364 -1.4782 0.69 0.10 0.60
H -2.7330 -2.0154 1.6161 -0.26 -0.23 -0.32
H 1.8161 3.4532 2.0136 0.31 -0.19 -0.04
H 0.3714 0.5568 -1.3021 -0.60 0.18 -0.37
H 3.1614 -1.5443 -2.5449 -0.29 0.26 -0.21
H -1.0373 0.9334 0.4309 -0.31 -0.27 0.72

=====

No. 8
41
Properties=species:S:1:pos:R:3:forces:R:3 method="wB97M-V/def2-TZVPD" homo_ev=-0.1 molar_mass_da=396.40 total_charge=-2 energy_ha=-2046.05759
S -2.3905 2.6202 -0.7526 -0.54 0.50 -0.55
S -1.8269 3.7660 3.4138 0.65 0.07 0.27
O -4.8255 -0.8690 -0.3596 0.36 -0.07 -0.15
O -2.1978 2.7226 4.3910 0.00 0.07 -0.14
O -4.2519 0.3850 1.4190 0.33 0.10 0.23
O 2.0201 0.7896 -0.4511 0.08 0.40 -0.14
O -2.0569 5.1189 3.9799 -0.01 -0.12 -0.17
O -0.4004 3.6116 2.9998 -0.08 -0.03 -0.09
O -2.6886 3.6246 2.1767 -0.51 -0.23 -1.38
O 3.8224 -0.3613 -1.1439 0.07 0.02 -0.71
N -1.9105 0.9562 -0.7310 0.00 0.01 0.62
N -0.6884 -0.7927 -1.0431 0.75 -0.04 -0.36
N 1.3019 -1.8385 0.8557 -0.20 0.10 0.00
N -2.1745 -2.5359 -0.1043 0.59 -0.03 -0.01
C -0.7402 0.5413 -1.2390 -0.46 0.37 0.37
C 1.0076 -2.4049 -0.2309 0.27 0.12 0.19
C 3.2551 0.2797 -0.3011 0.33 -0.23 0.61
C -4.0540 -0.1848 0.3573 -1.03 0.13 -0.34
C 0.3654 -1.7016 -1.4322 -0.59 -0.93 0.16
C 1.2888 -3.8816 -0.3780 -0.04 0.24 -0.64
C -1.8501 -1.2156 -0.4278 -0.70 0.82 0.05
C -2.6356 -0.1137 -0.2382 0.35 -0.61 -0.10
C 0.2065 1.4926 -1.8927 0.14 -0.19 0.59
C 1.6902 1.1897 -1.7742 -0.37 0.20 -0.85
C 3.8603 0.5392 1.0443 -0.36 -0.47 0.18
H 4.0849 -0.4392 1.4645 0.05 -0.05 0.11
H 4.8074 1.0510 0.9053 0.01 0.20 0.00
H 0.8116 -4.4379 0.4216 0.12 -0.04 0.21
H -1.4235 -3.1855 -0.2881 0.00 -0.03 0.07
H -0.0957 -2.4959 -2.0229 -0.07 0.09 -0.23
H 0.9017 -4.2504 -1.3276 -0.01 -0.12 -0.04
H 3.1910 1.0641 1.7159 0.01 0.22 -0.01
H 0.0171 2.4472 -1.4058 -0.15 0.05 0.08
H 2.3623 -4.0492 -0.3820 0.09 -0.11 0.21
H -2.4177 -2.5837 0.8785 -0.21 -0.12 -0.06
H 1.1025 -1.2430 -2.0788 0.13 0.23 0.14
H 2.2292 2.1125 -1.9908 0.08 0.06 0.02
H -0.0663 1.6357 -2.9389 0.13 -0.04 -0.16
H 2.0000 0.4764 -2.5342 0.22 -0.31 0.24
H 1.0238 -0.8549 0.8344 -0.01 0.02 0.15
H -2.6548 3.0154 0.6113 0.58 -0.28 1.60